Entry from the OMol25 dataset: a 3-piece molecular cluster, C2H11N2O2 overall in a non-equilibrium geometry (ωB97M-V/def2-TZVPD).

Values from the calculation:
Relative energy (zero: lowest compared OMol25 entry of this formula, charge and spin)   52.88 kcal/mol
Multiplicity   2
Lowest unoccupied orbital energy (alpha / beta)   -9.3 / -12.4 eV
⟨S²⟩   0.770
Charge   +2
Calculated total energy   -342.01750 hartree

Last column: Löwdin charge in e.
CARTESIAN COORDINATES (ANGSTROEM)
C: -0.049 -0.574 -0.613  0.079
C: -0.909 -0.653 -1.657  -0.040
N: -0.612 0.049 -2.721  0.298
N: -0.336 -1.542 0.495  0.218
H: 0.587 0.185 -0.261  0.106
H: -2.031 -1.082 -1.627  0.239
H: -1.315 0.044 -3.444  0.172
H: -0.061 0.866 -2.686  0.160
H: 0.151 -2.506 0.083  0.292
H: -1.372 -1.670 0.497  0.183
H: -0.097 -1.149 1.417  0.115
H: 0.921 1.953 1.195  -0.004
H: 2.039 2.710 0.551  0.062
O: 1.698 1.849 0.683  0.004
H: 0.213 1.029 2.137  0.004
H: 0.898 0.267 3.347  0.113
O: 0.277 0.224 2.606  0.002